# 1
14
Properties=species:S:1:pos:R:3:forces:R:3 method="wB97M-V/def2-TZVPD" energy_ev=-18097.6893 charge=-1 multiplicity=1 e_homo_ev="-2.521 / -2.628" e_above_lowest_ev=3.919 molar_mass_g_mol=120.068 gap_ev="6.06 / 6.17"
C 3.212 -0.421 -0.556 2.337 -1.047 -2.043
C 2.327 0.519 -0.283 -0.170 1.300 -0.100
C -2.521 -1.325 0.180 -2.555 0.105 2.478
N -2.049 -0.151 -0.257 -0.341 0.088 -0.020
O -2.191 1.150 2.055 -1.448 -1.038 2.856
O -1.516 2.566 0.157 0.254 1.470 -1.897
P -1.459 1.253 0.808 1.185 -0.910 -0.943
H 4.096 -0.234 -1.366 -2.247 -0.221 2.019
H 3.240 -1.487 -0.214 -0.356 1.221 0.082
H 2.431 1.503 -0.783 0.019 -0.647 0.281
H 1.471 0.522 0.406 0.398 -0.607 -0.259
H -3.305 -1.394 1.062 1.851 0.770 -1.805
H -2.167 -2.291 -0.067 0.746 -0.630 -0.700
H -1.568 -0.209 -1.141 0.327 0.145 0.051

***

# 2
14
Properties=species:S:1:pos:R:3:forces:R:3 method="wB97M-V/def2-TZVPD" energy_ev=-19643.8286 charge=0 multiplicity=1 e_homo_ev=-9.168 e_above_lowest_ev=1.776 molar_mass_g_mol=121.161 gap_ev=9.78
O 2.128 0.980 -1.369 0.060 0.862 0.984
C 1.771 0.257 -0.476 -1.275 -1.347 -1.001
O 1.845 -1.123 -0.823 -0.851 1.441 3.244
N 1.042 0.651 0.677 0.367 0.199 0.818
C -0.400 0.921 0.529 0.639 -1.879 -3.037
C -1.113 -0.481 0.278 -0.515 0.925 2.813
S -2.975 -0.321 0.469 1.057 -1.237 -2.014
H 2.428 -1.026 -1.548 1.026 -0.411 -1.676
H 1.218 0.406 1.668 0.699 -0.548 -1.586
H -0.707 1.547 1.367 -0.449 -0.328 -0.226
H -0.514 1.381 -0.468 -0.134 0.773 0.817
H -0.934 -0.980 -0.669 0.395 0.556 -0.067
H -0.735 -1.139 1.087 -0.355 0.072 -0.507
H -3.054 -1.073 -0.722 -0.663 0.922 1.438

***

# 3
14
Properties=species:S:1:pos:R:3:forces:R:3 method="wB97M-V/def2-TZVPD" energy_ev=-19645.2268 charge=0 multiplicity=1 e_homo_ev=-9.035 e_above_lowest_ev=0.377 molar_mass_g_mol=121.161 gap_ev=9.70
O -1.137 -0.819 -1.127 -0.527 -0.083 -0.349
C -0.006 -1.198 -1.272 0.262 0.544 0.401
O 0.376 -2.407 -1.724 0.891 -0.254 -0.061
N 1.081 -0.443 -0.954 1.245 0.173 0.734
C 0.988 0.762 -0.130 -1.793 -0.053 -0.310
C 0.350 0.488 1.246 -0.030 -0.455 0.420
S -0.787 1.811 1.772 1.395 1.448 -0.745
H -0.215 -2.771 -2.379 -0.708 -0.001 -0.022
H 1.976 -0.901 -0.830 -0.399 -0.327 -0.492
H 1.971 1.218 -0.125 0.027 0.112 0.235
H 0.261 1.437 -0.605 0.511 -0.030 -0.216
H -0.276 -0.404 1.153 0.193 0.122 -0.018
H 1.059 0.319 2.057 0.163 -0.037 -0.240
H -1.702 1.079 2.284 -1.231 -1.159 0.664

***

# 4
14
Properties=species:S:1:pos:R:3:forces:R:3 method="wB97M-V/def2-TZVPD" energy_ev=-19641.6832 charge=0 multiplicity=1 e_homo_ev=-9.852 e_above_lowest_ev=3.921 molar_mass_g_mol=121.161 gap_ev=10.24
C -0.578 0.295 1.227 -0.568 0.093 1.675
C 0.104 -0.162 0.008 0.445 -1.287 -2.732
C -0.853 -0.307 -1.211 0.303 0.213 -0.402
S 1.122 -1.777 0.166 -1.187 1.622 1.422
N 1.243 0.848 -0.460 -1.371 -0.500 1.915
O 1.922 1.304 0.425 0.415 0.180 0.474
O 1.342 1.097 -1.614 0.274 0.219 -1.695
H 0.165 0.513 2.025 -0.723 -0.468 -0.242
H -1.374 -0.459 1.492 1.173 0.562 0.074
H -1.147 1.222 1.090 0.271 -0.014 -0.391
H -1.051 0.725 -1.614 0.030 -1.218 0.252
H -1.799 -0.879 -1.094 0.598 0.635 0.819
H -0.331 -0.921 -1.949 0.046 0.536 -0.326
H 1.234 -1.500 1.511 0.295 -0.572 -0.843